(1)
DFT (ωB97M-V/def2-TZVPD) results for a molecular structure, C32H56BaN3OP2.

Results
Total charge   +1
Energy relative to the best compared isomer or geometry (same formula, charge and spin)   0.0 kJ/mol
Frontier orbital gap   5.439 eV
Calculated total energy   -59877.83219 eV

Element x y z (Å)
1 C -0.60 -2.53 -1.38
2 C 1.62 -2.47 -0.61
3 C -0.38 -3.75 -2.04
4 C 1.84 -3.76 -1.17
5 C 0.84 -4.40 -1.88
6 H -1.20 -4.18 -2.62
7 H 2.83 -4.18 -1.04
8 H 1.01 -5.39 -2.31
9 N 0.36 -1.90 -0.66
10 P -2.64 -1.01 -0.05
11 P 2.87 -0.08 0.30
12 C -2.00 -1.89 -1.52
13 H -1.97 -1.16 -2.35
14 H -2.74 -2.66 -1.77
15 C -0.29 3.59 2.18
16 O -0.37 4.49 2.88
17 C 2.74 -1.79 0.00
18 H 3.61 -2.41 0.25
19 C 3.56 0.81 -1.22
20 C 3.83 0.21 1.93
21 C -3.89 0.37 -0.53
22 C -3.28 -2.38 1.06
23 C 3.09 2.28 -1.13
24 H 3.51 2.80 -0.26
25 H 3.40 2.83 -2.03
26 H 1.99 2.34 -1.06
27 C 5.09 0.70 -1.27
28 H 5.59 1.23 -0.45
29 H 5.42 -0.34 -1.27
30 H 5.44 1.16 -2.21
31 C 2.98 0.15 -2.49
32 H 3.32 0.71 -3.37
33 H 3.33 -0.88 -2.59
34 H 1.89 0.15 -2.48
35 C 4.06 1.73 2.09
36 H 3.14 2.32 2.01
37 H 4.48 1.92 3.09
38 H 4.79 2.12 1.37
39 C 2.94 -0.32 3.07
40 H 2.00 0.24 3.19
41 H 2.69 -1.38 2.92
42 H 3.49 -0.24 4.03
43 C 5.17 -0.53 1.94
44 H 5.84 -0.22 1.13
45 H 5.68 -0.28 2.89
46 H 5.04 -1.62 1.90
47 C -3.66 -1.72 2.40
48 H -4.02 -2.50 3.09
49 H -2.79 -1.23 2.87
50 H -4.46 -0.98 2.30
51 C -2.15 -3.39 1.29
52 H -1.90 -3.95 0.38
53 H -1.23 -2.92 1.67
54 H -2.48 -4.12 2.04
55 C -4.48 -3.10 0.43
56 H -4.67 -4.01 1.01
57 H -5.39 -2.50 0.45
58 H -4.28 -3.40 -0.61
59 C -3.87 0.63 -2.04
60 H -4.24 -0.24 -2.61
61 H -4.55 1.47 -2.26
62 H -2.87 0.90 -2.41
63 C -3.39 1.62 0.25
64 H -2.40 1.97 -0.10
65 H -4.09 2.45 0.11
66 H -3.33 1.42 1.34
67 C -5.32 0.02 -0.11
68 H -5.70 -0.86 -0.66
69 H -5.43 -0.15 0.97
70 H -5.97 0.87 -0.36
71 Ba -0.13 0.48 0.93
72 N -0.37 1.47 -1.60
73 C -0.39 1.99 -2.65
74 C -0.42 2.77 -3.92
75 C 0.73 2.27 -4.81
76 C -1.76 2.54 -4.61
77 C -0.24 4.25 -3.57
78 H 1.70 2.41 -4.31
79 H 0.61 1.20 -5.04
80 H 0.77 2.81 -5.76
81 H -2.59 2.89 -3.98
82 H -1.82 3.09 -5.56
83 H -1.91 1.48 -4.84
84 H -0.27 4.88 -4.47
85 H -1.04 4.59 -2.90
86 H 0.73 4.42 -3.08
87 C 0.53 0.39 6.70
88 C -0.65 -0.36 6.06
89 C -0.62 -0.33 4.61
90 N -0.62 -0.33 3.44
91 H 1.49 -0.05 6.39
92 H 0.48 0.33 7.79
93 H 0.53 1.45 6.41
94 H -0.63 -1.41 6.38
95 H -1.60 0.08 6.40

(2)
DFT (ωB97M-V/def2-TZVPD) results for a molecular structure, C6H6IrO5.

Results
Multiplicity   5
Total charge   +3
Frontier orbital gap (spin up / spin down)   8.994 / 6.518 eV
<S²>   6.0140
Calculated total energy   -19356.15107 eV

Element x y z (Å)
1 Ir 0.00 0.68 1.49
2 C 0.03 0.96 3.42
3 O 0.04 1.12 4.57
4 C -0.01 2.50 0.85
5 O -0.01 3.59 0.44
6 C -1.90 0.32 1.21
7 O -3.02 0.12 1.04
8 C 1.89 0.32 1.16
9 O 3.01 0.11 0.96
10 C -0.01 -1.27 -3.46
11 H 0.93 -1.83 -3.33
12 H -0.94 -1.83 -3.31
13 C -0.01 0.03 -3.77
14 H -0.95 0.59 -3.89
15 H 0.92 0.59 -3.91
16 O 0.01 -1.80 1.84
17 H -0.78 -2.10 2.34
18 H 0.79 -2.10 2.34

(3)
DFT (ωB97M-V/def2-TZVPD) results for a molecular structure, C31H48O2P2Pd.

Results
Multiplicity   5
Total charge   +2
Frontier orbital gap (spin up / spin down)   7.202 / 4.353 eV
<S²>   6.0260
Calculated total energy   -59055.33134 eV

Element x y z (Å)
1 Pd -0.64 2.80 -0.68
2 C 0.85 1.06 2.59
3 C 1.96 1.50 1.81
4 C 0.03 2.72 1.22
5 C -0.33 1.64 2.18
6 C 1.52 2.53 0.98
7 C 0.98 0.27 3.83
8 H 1.94 -0.23 3.88
9 H 0.16 -0.47 3.88
10 H 0.91 0.91 4.74
11 C -1.55 1.70 2.99
12 H -1.98 0.71 3.14
13 H -2.29 2.36 2.53
14 H -1.32 2.12 3.98
15 C -0.58 4.06 1.65
16 H 0.16 4.70 2.15
17 H -1.41 3.95 2.37
18 H -1.05 4.45 0.71
19 C 2.34 3.46 0.18
20 H 2.80 4.25 0.82
21 H 1.72 3.97 -0.59
22 H 3.18 2.91 -0.31
23 C 3.33 0.99 1.97
24 H 3.95 1.63 2.60
25 H 3.83 0.89 1.01
26 H 3.29 0.04 2.48
27 C -0.27 -2.08 0.60
28 C 0.78 -2.59 1.26
29 C 2.22 -2.63 0.84
30 C 2.61 -2.67 -0.66
31 C 2.84 -1.35 -1.35
32 C 1.88 -0.48 -1.70
33 C 0.47 -0.35 -1.18
34 C -0.29 -1.65 -0.84
35 H 2.65 -3.52 1.32
36 H 1.90 -3.32 -1.19
37 H 2.73 -1.78 1.28
38 H 0.00 -2.45 -1.56
39 H -1.20 -1.97 1.18
40 H 0.59 -3.04 2.26
41 H -1.35 -1.44 -0.99
42 H 0.39 0.38 -0.34
43 H 2.18 0.40 -2.29
44 H -0.13 0.17 -1.97
45 H 3.60 -3.16 -0.66
46 H 3.89 -1.08 -1.53
47 P -0.52 -0.18 -4.19
48 P -0.49 2.71 -4.84
49 C -0.60 0.16 -6.04
50 C -1.10 1.59 -6.24
51 H -1.28 -0.57 -6.53
52 H 0.41 0.03 -6.48
53 H -0.77 1.99 -7.22
54 H -2.21 1.64 -6.21
55 C -1.16 4.17 -5.77
56 H -0.79 5.09 -5.31
57 H -2.26 4.13 -5.71
58 H -0.85 4.12 -6.82
59 C 1.25 2.81 -5.48
60 H 1.26 2.89 -6.58
61 H 1.83 1.93 -5.17
62 H 1.71 3.71 -5.05
63 C -2.11 -1.08 -4.08
64 H -2.20 -1.55 -3.10
65 H -2.15 -1.84 -4.87
66 H -2.94 -0.37 -4.21
67 C 0.63 -1.60 -4.42
68 H 1.37 -1.35 -5.19
69 H 0.07 -2.48 -4.74
70 H 1.16 -1.81 -3.50
71 O -2.51 -3.50 2.83
72 C -2.09 -2.63 3.63
73 O -1.44 -1.57 3.42
74 C -2.41 -2.95 5.09
75 C -1.95 -2.11 6.14
76 C -2.17 -2.45 7.48
77 C -2.88 -3.62 7.80
78 C -3.34 -4.46 6.77
79 C -3.11 -4.12 5.44
80 H -1.42 -1.19 5.87
81 H -1.80 -1.79 8.26
82 H -3.06 -3.88 8.84
83 H -3.87 -5.38 7.00
84 H -3.47 -4.76 4.63